Entry 1:
Formula: C30H57ClNO24PS
Source: the Open Molecules 2025 dataset
Level of theory: ωB97M-V with the def2-TZVPD basis set

Results
energy = -115311.168 eV
largest force on an atom = 2.30 eV/A
orbital gap = 0.389 hartree

Last column: Löwdin charge in e.
Cartesian coordinates (Å):
Cl (-0.18631, -0.70317, -3.64691)  0.643
S (-4.24276, -2.21021, -0.62171)  0.650
P (-6.66722, -3.06532, -3.10068)  0.400
O (-3.51081, -1.45840, 0.34241)  -0.237
O (-6.32675, -2.55311, -4.57006)  -0.093
O (9.33295, -1.62309, 5.19577)  0.035
O (-7.44857, -7.84119, -0.29411)  0.032
O (-5.60164, -4.18574, -2.74557)  -0.104
O (-3.23620, -2.79568, -1.68853)  -0.178
O (-8.70707, -6.16053, -0.77300)  0.002
O (3.62352, -0.56883, 3.03511)  0.124
O (-7.98841, -3.66737, -3.13976)  -0.255
O (4.06685, 0.63756, 1.17321)  0.038
O (-4.99648, -3.24077, 0.00382)  -0.234
O (7.90493, 7.54123, 1.04737)  0.007
O (5.96350, 6.38901, 1.07848)  0.120
O (6.78858, 7.36326, -0.78705)  0.042
O (2.42214, -0.75238, 1.13274)  -0.009
O (0.75307, 6.40817, -2.49409)  0.035
O (-5.39394, 2.58823, -4.00316)  0.202
O (7.48223, -1.89549, 6.46547)  0.127
O (-9.68237, -8.16798, -0.43501)  0.124
O (0.57761, 4.29579, -1.70461)  0.121
O (2.47121, 5.11313, -2.61467)  -0.006
O (-7.08656, 1.42651, -1.23730)  0.007
O (-7.13427, 0.39848, -0.25730)  -0.104
O (7.56460, -2.44395, 4.27693)  0.000
N (-5.64176, 0.25789, -3.52775)  0.144
C (4.43630, 7.79638, -1.27147)  -0.055
C (-3.35478, -0.62009, -2.90060)  -0.239
C (-4.72877, -0.11460, -2.39210)  -0.217
C (-7.26597, -9.23357, -0.00794)  -0.216
C (-8.71208, -7.46006, -0.49254)  -0.615
C (-0.70419, 6.94040, -0.61363)  -0.064
C (-0.93076, -0.63095, -1.99616)  -0.695
C (1.66138, -1.78893, 1.75793)  -0.034
C (-3.23738, -2.13238, -2.96192)  -0.163
C (6.80076, 7.03151, 0.50098)  -0.615
C (6.22586, -2.93647, 4.39096)  -0.041
C (0.05293, 0.11184, -1.10393)  -0.118
C (10.49132, -2.24591, 7.24826)  -0.066
C (8.06700, -1.97484, 5.41864)  -0.614
C (-2.25119, 0.09282, -2.08305)  -0.196
C (1.19878, 5.18365, -2.22442)  -0.615
C (-9.99292, -5.61725, -1.08865)  -0.039
C (-6.73775, -1.71379, -1.89195)  -0.149
C (-5.88040, -0.17480, -0.12997)  -0.183
C (-5.51115, 1.43366, -3.81308)  -0.290
C (-5.44499, -1.06511, -1.36464)  -0.354
C (10.04059, -1.12276, 6.33820)  -0.214
C (3.39460, -0.25308, 1.89802)  -0.609
C (-0.60138, 6.67181, -2.10028)  -0.209
C (5.18149, 1.25574, 1.83477)  -0.204
C (3.10771, 3.86870, -2.30704)  -0.033
C (-7.34366, -10.07382, -1.26542)  -0.067
C (5.64133, 6.91690, -1.52474)  -0.207
C (8.01386, 7.32542, 2.45531)  -0.041
C (6.38257, 0.33613, 1.86387)  -0.054
H (-2.28365, -2.36250, -3.41732)  0.106
H (4.07959, 3.88138, -2.79298)  0.092
H (-10.33377, -5.99655, -2.04982)  0.102
H (-0.44080, 6.05506, -0.03602)  0.075
H (3.24898, 3.77553, -1.23089)  0.100
H (9.42941, -0.39560, 6.87238)  0.123
H (7.26820, 7.91714, 2.98423)  0.099
H (9.63756, -2.76165, 7.68609)  0.075
H (5.41300, 2.15189, 1.26165)  0.120
H (6.62754, -0.00849, 0.85825)  0.085
H (-2.04827, 1.03390, -2.59334)  0.125
H (-4.51560, 0.81086, -1.86831)  0.128
H (9.00517, 7.65675, 2.75109)  0.093
H (-10.71845, -5.84551, -0.31024)  0.094
H (-1.71983, 7.23419, -0.34884)  0.081
H (-3.25804, -0.27071, -3.92350)  0.145
H (1.27935, -1.46788, 2.72427)  0.100
H (-9.87410, -4.54076, -1.16032)  0.082
H (5.42967, 5.87233, -1.29558)  0.113
H (-5.71036, -1.80704, -4.57951)  0.049
H (-6.27472, -9.31955, 0.43398)  0.120
H (-5.97625, -0.86515, 0.70318)  0.138
H (11.10966, -1.85655, 8.05708)  0.080
H (-0.18103, -0.05422, -0.05731)  0.080
H (-3.98606, -2.53312, -3.63809)  0.104
H (4.67717, 8.84249, -1.46616)  0.084
H (10.90750, -0.59537, 5.94405)  0.121
H (-1.24982, 5.85080, -2.40531)  0.122
H (3.60668, 7.49823, -1.91250)  0.068
H (2.53220, 3.02802, -2.68784)  0.094
H (1.03744, -0.30624, -1.26511)  0.065
H (0.04708, 1.17165, -1.33041)  0.079
H (11.06580, -2.98364, 6.68657)  0.081
H (5.86988, -3.15688, 3.38832)  0.091
H (-7.39547, -0.98091, -2.33091)  0.096
H (-0.01766, 7.73629, -0.32216)  0.082
H (0.82363, -2.00905, 1.10154)  0.082
H (-7.26414, -2.10694, -1.02932)  0.118
H (-1.03858, -1.62326, -1.57954)  0.100
H (-5.80532, -4.61247, -1.90236)  0.092
H (-8.34092, -10.03408, -1.70176)  0.075
H (4.89738, 1.57573, 2.83686)  0.125
H (-2.57980, 0.37528, -1.08975)  0.115
H (7.90354, 6.27156, 2.70093)  0.094
H (-7.82124, 1.20845, -1.82020)  0.108
H (4.10969, 7.72772, -0.23391)  0.078
H (7.24880, 0.84849, 2.28209)  0.085
H (5.92208, 6.97025, -2.57506)  0.125
H (-5.10455, 0.52956, 0.15361)  0.136
H (2.26955, -2.68546, 1.86907)  0.100
H (6.18430, -0.54828, 2.46835)  0.058
H (-7.98755, -9.56352, 0.73911)  0.123
H (-0.90721, 7.55477, -2.65827)  0.122
H (6.21475, -3.85410, 4.97769)  0.098
H (5.56878, -2.19263, 4.83560)  0.094
H (-7.10613, -11.11452, -1.04409)  0.079
H (-6.64411, -9.70228, -2.01537)  0.081

Entry 2:
Formula: C2HCuO4
Source: the Open Molecules 2025 dataset
Level of theory: ωB97M-V with the def2-TZVPD basis set

Results
charge = +1
multiplicity = 2
energy = -54907.997 eV
largest force on an atom = 7.30 eV/A
orbital gap (spin up / spin down) = 0.356 / 0.287 hartree
⟨S²⟩ = 0.76

Last column: natural (NBO) charge in e.
Cartesian coordinates (Å):
Cu (-1.56516, 0.63661, -2.55725)  1.316
O (-1.19815, 0.67386, -0.67957)  -0.654
O (0.78855, 0.86117, -0.03379)  -0.600
O (0.99776, -2.28649, 3.47473)  -0.446
O (0.29705, 0.69607, -2.21231)  -0.588
C (-0.00299, 1.08286, -1.03629)  0.947
C (0.55770, -1.73877, 2.59451)  0.457
H (0.12526, 0.07469, 0.44998)  0.567

Entry 3:
Formula: C54H61ClFN7O21S3
Source: the Open Molecules 2025 dataset
Level of theory: ωB97M-V with the def2-TZVPD basis set

Results
energy = -158138.260 eV
largest force on an atom = 3.16 eV/A
orbital gap = 0.272 hartree

Last column: Löwdin charge in e.
Cartesian coordinates (Å):
Cl (-3.42240, -0.40845, -4.62389)  0.846
S (4.02350, -5.19362, -3.50341)  0.909
S (-0.44685, -0.95673, -4.01955)  0.677
S (3.14597, -7.68755, -2.15911)  0.722
F (-0.72558, 0.52987, -3.65144)  -0.128
O (2.99370, 5.72295, 5.88125)  0.085
O (-0.06720, -7.88134, -3.77654)  0.098
O (-3.10567, -2.92167, -4.89688)  -0.044
O (-0.63932, -6.75766, -5.57483)  0.147
O (-4.78829, -1.16914, -2.32081)  -0.013
O (-1.37121, 2.96957, -0.22385)  0.057
O (-4.34415, -6.98477, -3.97468)  -0.003
O (0.08221, 2.45165, 9.25203)  0.039
O (-2.01193, -1.12392, -2.01082)  -0.109
O (-2.06396, -3.02396, 4.77032)  0.090
O (-2.06783, -1.69539, 3.07947)  0.042
O (-4.51459, -3.38219, -2.47991)  0.004
O (-1.78581, 3.50421, 9.38566)  0.093
O (5.99907, -3.60404, -0.02760)  -0.127
O (-2.35281, 4.75487, 0.46324)  0.080
O (-1.82027, 5.16328, -7.31679)  0.077
O (4.39291, 6.20956, 7.43824)  0.054
O (-4.03662, -5.58590, -3.91127)  -0.144
O (-0.20223, 6.45724, -7.89758)  0.077
O (0.83480, -1.27555, -3.45634)  -0.237
O (-0.54527, -1.05624, -5.43613)  -0.246
N (-0.64012, 5.42679, -7.42678)  -0.354
N (-1.28230, -3.30601, -2.73332)  0.100
N (4.19362, -5.69942, -0.78425)  -0.196
N (-2.18441, 3.86808, -0.34812)  -0.344
N (-1.87611, -1.94095, 4.25913)  -0.330
N (-0.57394, 3.47318, 9.36909)  -0.339
N (3.70993, 6.50137, 6.47467)  -0.343
C (-1.20016, 0.40312, 4.54083)  0.001
C (0.15097, 4.74447, 9.48618)  -0.143
C (-4.28519, -2.19548, -2.77607)  -0.685
C (-2.85477, 2.86291, -2.48415)  0.004
C (-3.01608, 3.87624, -1.55991)  -0.144
C (-0.58773, -6.77350, -4.38257)  -0.492
C (3.74349, 7.89462, 6.00770)  -0.148
C (3.77633, 10.50736, 5.15642)  -0.069
C (-0.57210, 5.91340, 9.64676)  -0.002
C (-2.32346, -4.11182, -4.95057)  -0.163
C (3.78407, -6.19282, -2.03882)  -1.087
C (0.19105, -4.00673, -4.62390)  -0.111
C (-3.29340, -5.28703, -5.09236)  -0.115
C (2.21125, 5.93934, 9.55733)  -0.071
C (-0.95772, -0.87096, -1.06213)  -0.147
C (3.73001, -4.33720, -0.48195)  -0.159
C (6.50591, -4.70743, -0.78590)  -0.179
C (-3.08113, -6.16054, 1.81364)  0.125
C (-1.99888, -3.88015, -1.53402)  -0.072
C (1.53321, 4.73727, 9.43679)  0.010
C (4.57810, 10.11672, 6.22119)  -0.065
C (-4.70078, 4.89702, -2.90213)  -0.061
C (2.13866, 2.57263, -6.02965)  -0.062
C (1.45559, -4.26774, -3.77152)  -0.237
C (-1.74118, -1.93638, -3.10615)  -0.384
C (-1.05693, -5.72207, -3.39586)  -0.026
C (-1.02432, -4.43438, -0.46382)  -0.135
C (-1.15836, -4.27045, -3.91703)  -0.221
C (-3.10838, -2.01313, -3.85140)  -0.577
C (-3.62857, 2.86998, -3.63111)  -0.066
C (5.62405, -5.90995, -0.48839)  -0.142
C (0.11452, 7.10963, 9.76854)  -0.064
C (-1.38351, -0.84776, 5.10456)  -0.147
C (4.56445, 8.80075, 6.65442)  -0.005
C (-3.09950, -0.44229, 0.34521)  -0.072
C (-1.12641, -1.09353, 6.44212)  0.001
C (2.39427, -5.34591, -4.33376)  -0.436
C (-4.55029, 3.88519, -3.84367)  -0.052
C (4.77394, -3.22913, -0.63169)  -0.210
C (0.77822, 2.30270, -5.96808)  -0.055
C (-0.49519, 1.21231, 6.69415)  -0.057
C (-0.75437, 1.43751, 5.34690)  -0.049
C (-0.13673, 3.23454, -6.43128)  0.009
C (0.32997, 4.42664, -6.95245)  -0.145
C (-0.67787, -0.05171, 7.23768)  -0.050
C (1.50348, 7.12245, 9.72507)  -0.065
C (-3.93181, 4.89655, -1.74884)  -0.003
C (2.94424, 8.26247, 4.94065)  0.000
C (-1.56685, -0.46516, 0.31256)  -0.193
C (-1.55516, -4.14950, 0.96576)  -0.184
C (2.58914, 3.77368, -6.56325)  -0.065
C (2.96306, 9.58130, 4.51634)  -0.062
C (-2.39528, -5.25439, 1.43255)  -0.130
C (1.68138, 4.71054, -7.03110)  -0.004
H (-5.41919, 5.68813, -3.06668)  0.108
H (4.92141, -2.91684, -1.67133)  0.108
H (-0.47433, -0.22103, 8.28600)  0.109
H (-3.50330, 2.07878, -4.35429)  0.041
H (-3.48429, 0.22911, -0.41962)  0.073
H (-3.55688, -7.07949, 2.06004)  0.027
H (-1.65136, 5.89551, 9.67683)  0.120
H (-0.30704, -3.19439, -2.42312)  0.135
H (-0.30339, -1.73183, -0.89710)  0.112
H (2.03685, 8.05954, 9.82231)  0.108
H (-0.33794, -0.03219, -1.37595)  0.113
H (-0.69143, -4.09597, 1.63383)  0.124
H (3.28916, 5.95365, 9.51941)  0.094
H (-2.83758, -6.19614, -5.47026)  0.116
H (2.85173, -4.05727, -1.06284)  0.096
H (2.02460, 5.64623, -7.44654)  0.119
H (-0.61171, 2.42270, 4.92402)  0.111
H (-2.06868, -3.19250, 1.03685)  0.086
H (2.55621, -5.19740, -5.39838)  0.092
H (2.84981, 1.84520, -5.65975)  0.108
H (5.18413, 8.49061, 7.48267)  0.119
H (3.78490, 11.53730, 4.82475)  0.108
H (-3.52822, -1.43174, 0.19664)  0.073
H (-2.14018, 2.07208, -2.31652)  0.099
H (-2.01325, -6.08323, -3.00713)  0.128
H (-0.99378, -5.51990, -0.55029)  0.106
H (-4.04758, 5.67825, -1.01302)  0.118
H (-0.43405, 8.03246, 9.89799)  0.108
H (3.64901, 3.98267, -6.61241)  0.107
H (-4.00254, -4.95810, -5.86113)  0.148
H (0.27701, -2.98868, -4.99554)  0.083
H (1.25011, -4.46062, -2.71387)  0.090
H (2.07072, -6.35807, -4.09748)  0.015
H (2.07802, 3.81453, 9.30398)  0.124
H (5.97509, -6.80537, -1.00213)  0.124
H (7.50087, -4.91498, -0.39254)  0.130
H (5.70397, -6.10799, 0.58397)  0.130
H (4.41400, -2.35457, -0.08263)  0.129
H (2.31423, 7.53732, 4.44727)  0.121
H (-0.34862, -7.93876, -2.85412)  0.115
H (-0.38577, -5.78875, -2.53935)  0.113
H (-2.56813, -3.10619, -1.02492)  0.119
H (-1.40409, 0.57376, 3.49361)  0.113
H (-1.14863, -1.07829, 1.10618)  0.073
H (3.41556, -4.34275, 0.56745)  0.129
H (-1.27399, -2.07809, 6.86064)  0.118
H (5.21302, 10.83853, 6.71617)  0.108
H (-5.15163, 3.88938, -4.74296)  0.111
H (-0.15242, 2.01824, 7.32417)  0.074
H (2.34061, 9.88680, 3.68680)  0.110
H (-1.19665, 3.03122, -6.38159)  0.119
H (-1.22968, 0.55081, 0.53466)  0.088
H (6.53280, -4.43393, -1.84461)  0.114
H (0.42000, 1.37221, -5.55455)  0.071
H (-2.78718, -4.56684, -1.82777)  0.126
H (0.22840, -4.58602, -5.54386)  0.127
H (-1.83276, -4.08681, -5.92677)  0.165
H (-3.42074, -0.04298, 1.30738)  0.076
H (-0.03125, -3.98181, -0.53970)  0.106
H (-3.89880, -7.35599, -3.20108)  0.093
H (2.05075, -3.35177, -3.76078)  0.090

Entry 4:
Formula: C5H9N2O
Source: the Open Molecules 2025 dataset
Level of theory: ωB97M-V with the def2-TZVPD basis set

Results
charge = +1
energy = -10347.870 eV
largest force on an atom = 6.16 eV/A
orbital gap = 0.338 hartree

Last column: natural (NBO) charge in e.
Cartesian coordinates (Å):
O (-0.77286, 0.36264, -2.49090)  -0.675
N (0.07006, 0.22467, 2.00670)  -0.594
N (-0.87210, 0.81918, -0.07526)  -0.413
C (-0.95779, 1.29172, 1.20520)  -0.021
C (0.78188, -1.39115, -2.22776)  -0.345
C (0.01419, -0.41074, -1.75596)  0.219
C (0.56088, -0.72335, 1.00036)  -0.295
C (-0.05468, -0.13314, -0.34362)  0.260
H (0.94784, 0.75433, 2.24690)  0.445
H (0.95577, -1.46162, -3.29503)  0.234
H (1.28977, -2.13088, -1.65122)  0.211
H (-0.76325, 1.66147, -2.51642)  0.532
H (-1.94792, 1.04664, 1.76774)  0.219
H (-0.72101, 2.32960, 1.23475)  0.239
H (-0.48784, -0.00001, 2.88755)  0.465
H (0.27917, -1.77052, 1.09252)  0.272
H (1.67790, -0.46884, 0.91447)  0.247